# CH8N2O2

3 unconnected molecules or ions with the total composition CH8N2O2 (the ωB97M-V functional and the def2-TZVPD basis, the Open Molecules 2025 dataset).

Output
maximum force = 3.88 eV Å⁻¹
structure (SMILES) = [H]/N=C/N.O.O
HOMO level = -9.6 eV
ΔE to the lowest compared entry with this formula, charge and spin = 27.9 kcal/mol

Last column: natural (NBO) charge in e.
CARTESIAN COORDINATES (ANGSTROEM)
H: 2.081 -1.890 -0.210  0.357
N: 1.327 -1.185 -0.162  -0.799
C: 0.146 -1.703 0.018  0.292
N: -1.159 -1.309 -0.116  -0.815
H: 0.398 -2.745 0.197  0.149
H: -1.395 -0.353 -0.016  0.414
H: -2.038 -1.788 0.143  0.412
O: -1.443 1.899 -0.145  -0.991
H: -0.455 1.861 -0.313  0.498
H: -1.509 2.865 -0.102  0.467
O: 1.174 1.543 0.374  -0.969
H: 1.844 1.518 -0.407  0.486
H: 1.170 0.668 0.713  0.498

Cartesian forces (eV/Å) of the 3 atoms listed first:
-1.0570 0.4023 0.5320
-1.1653 1.9204 -0.4415
2.0519 -2.9693 -0.3220